The following is a DFT calculation (the ωB97M-V functional and the def2-TZVPD basis) of one molecule with the formula C4H8N2O2 in a non-equilibrium geometry.

## Properties
SMILES = C=NN[C@@H](C)C(=O)O
Max |F| = 7.4 eV/Å
Frontier orbital gap = 0.3471 Eh
Molecular weight = 116.12 g mol⁻¹
Total charge = 0
Energy = -11349.78916 eV

XYZ file:
```
16
Properties=species:S:1:pos:R:3:forces:R:3:lowdin_charge:R:1
C -0.6532 2.3487 -0.2515 2.93 3.85 1.89 -0.078
N -0.0014 1.2696 -0.1957 -3.63 0.10 -1.61 -0.029
N -0.8232 0.2052 -0.6135 -1.05 -0.76 -0.21 -0.081
C -0.0732 -0.9904 -0.1524 -6.43 -0.89 -3.55 -0.431
C 0.9922 -1.3001 -1.0808 3.91 0.22 -0.67 -0.084
C 0.3516 -0.7899 1.1924 0.69 1.05 1.38 -0.516
O 1.5171 -0.9721 1.4366 -0.66 0.20 1.90 0.115
O -0.6133 -0.1560 1.9770 2.95 -0.61 1.10 0.063
H -0.0644 3.3030 0.0687 -0.99 -1.72 -0.71 0.094
H -1.6906 2.5479 -0.4073 -0.76 -0.59 -0.45 0.053
H -1.9989 0.2151 -0.7084 4.49 0.38 1.04 0.222
H -0.8758 -1.7999 -0.2965 1.09 0.62 0.84 0.179
H 1.4406 -2.1846 -0.5419 0.14 0.46 -1.53 0.099
H 0.7146 -1.4444 -2.1884 0.25 0.06 2.04 0.113
H 1.8143 -0.4448 -0.9620 -1.68 -1.84 -0.63 0.129
H -0.0364 0.1926 2.7238 -1.26 -0.52 -0.83 0.152
```
Forces are in eV/Å.

The following is a DFT calculation (the ωB97M-V functional and the def2-TZVPD basis) of one molecule with the formula C5H12N2 in a non-equilibrium geometry.

## Properties
SMILES = C=NCC[C@@H](C)N
Max |F| = 3.5 eV/Å
Frontier orbital gap = 0.2991 Eh
Molecular weight = 100.16 g mol⁻¹
Total charge = 0
Energy = -8356.08735 eV

XYZ file:
```
19
Properties=species:S:1:pos:R:3:forces:R:3:lowdin_charge:R:1
C 2.9136 0.8723 -0.1334 0.89 1.07 -0.47 -0.064
N 1.6621 0.8009 -0.3401 1.00 -2.13 -0.46 -0.051
C 1.4136 -0.4538 0.4564 -3.09 -0.22 1.67 -0.228
C -0.1043 -0.9111 0.3510 0.93 0.03 0.38 -0.158
C -1.0597 0.0211 -0.3367 -1.23 -0.12 -0.59 -0.489
C -2.5061 -0.5217 -0.4157 0.31 0.03 -0.56 -0.071
N -1.1142 1.3387 0.2875 0.06 -0.67 0.63 0.039
H 3.6641 0.6005 -0.9009 -0.03 1.10 -0.40 0.089
H 3.3787 1.2047 0.8170 -0.16 -0.97 0.42 0.088
H 1.5601 -0.4177 1.5461 0.60 0.64 -0.10 0.107
H 1.9624 -1.3345 0.1310 0.51 0.38 -0.45 0.095
H -0.4442 -1.1411 1.3576 -0.19 0.25 0.26 0.109
H -0.0675 -1.8803 -0.1289 -0.36 -0.13 -0.52 0.101
H -0.8116 0.0825 -1.3910 0.81 0.13 -0.28 0.117
H -2.9213 -0.1598 -1.3600 -0.27 0.19 0.17 0.068
H -3.1068 -0.1449 0.4015 -0.13 -0.14 0.28 0.068
H -2.5734 -1.6062 -0.5110 0.15 -0.06 0.33 0.070
H -1.6710 1.9778 -0.2580 0.17 0.17 -0.08 0.072
H -0.1746 1.6725 0.4275 0.02 0.46 -0.25 0.038
```
Forces are in eV/Å.

The following is a DFT calculation (the ωB97M-V functional and the def2-TZVPD basis) of a 5-piece molecular cluster, CH12O4 overall.

## Properties
SMILES = C.O.O.O.O
Max |F| = 0.6 eV/Å
Frontier orbital gap = 0.4336 Eh
Molecular weight = 88.10 g mol⁻¹
Total charge = 0
Energy = -9421.34207 eV

XYZ file:
```
17
Properties=species:S:1:pos:R:3:forces:R:3:lowdin_charge:R:1
C 1.5602 -1.7157 1.4704 0.07 0.33 -0.52 -0.041
H 1.8264 -0.9831 0.7026 0.06 -0.20 -0.09 0.003
H 2.3919 -1.7421 2.1676 -0.20 -0.01 0.28 0.020
H 0.6181 -1.3829 1.8937 0.07 -0.12 0.41 0.008
H 1.4274 -2.6978 1.0236 0.02 0.00 -0.06 0.027
O 2.1964 -0.3646 -2.3519 0.47 0.08 0.13 -0.053
H 1.6285 -0.5694 -3.0973 -0.31 0.02 0.17 0.035
H 1.6620 -0.2237 -1.5644 -0.17 -0.09 -0.32 0.006
O -1.9875 1.2088 -1.8849 0.10 -0.08 0.01 -0.058
H -1.1439 1.1953 -1.4223 0.00 0.11 0.04 0.015
H -2.0600 2.1164 -2.1966 -0.07 0.01 0.04 0.040
O -1.0542 2.8667 1.1227 -0.10 -0.03 0.36 -0.062
H -1.3588 2.1406 1.6796 0.03 -0.08 -0.16 0.032
H -1.0980 3.6164 1.7288 0.09 0.07 -0.23 0.039
O -1.6708 -1.4618 0.4104 -0.22 -0.09 0.31 -0.052
H -2.1071 -0.6026 0.3672 0.20 -0.10 -0.29 0.028
H -0.8306 -1.4006 -0.0490 -0.05 0.19 -0.08 0.012
```
Forces are in eV/Å.

The following is a DFT calculation (the ωB97M-V functional and the def2-TZVPD basis) of one molecule with the formula C3H4Se in a non-equilibrium geometry.

## Properties
SMILES = C#CC[SeH]
Max |F| = 7.4 eV/Å
Frontier orbital gap = 0.3472 Eh
Molecular weight = 119.02 g mol⁻¹
Total charge = 0
Energy = -68519.29117 eV

XYZ file:
```
8
Properties=species:S:1:pos:R:3:forces:R:3:lowdin_charge:R:1
C 1.5087 0.8790 -0.0859 6.47 3.08 -1.67 0.083
C 0.5100 0.5137 0.3587 -5.24 -2.26 1.65 -0.283
C -0.7812 -0.0828 0.5528 -0.72 -1.84 0.01 -0.504
Se -1.0007 -1.6922 -0.7016 0.98 1.40 -0.27 0.690
H 2.4649 1.3804 -0.2771 -1.01 -0.72 -0.04 0.056
H -1.6137 0.5439 0.3212 -0.26 0.69 -0.20 0.043
H -1.0068 -0.5543 1.5149 0.53 0.38 0.03 0.054
H -0.0812 -0.9876 -1.6830 -0.74 -0.72 0.50 -0.138
```
Forces are in eV/Å.

The following is a DFT calculation (the ωB97M-V functional and the def2-TZVPD basis) of a 5-piece molecular cluster, C25H51N2O13S4 overall in a non-equilibrium geometry.

## Properties
Max |F| = 9.0 eV/Å
Frontier orbital gap = 0.1812 Eh
Molecular weight = 715.95 g mol⁻¹
Total charge = -1
Energy = -99685.66369 eV

XYZ file:
```
95
Properties=species:S:1:pos:R:3:forces:R:3:lowdin_charge:R:1
C 2.2592 -2.9979 -0.5709 -0.64 0.22 0.08 -0.051
C 0.6890 -3.2030 -0.3107 0.54 -0.61 -0.49 -0.350
O 0.4673 -4.6318 -0.0895 -0.01 0.48 -0.56 -0.104
C -0.1500 -2.8007 -1.5893 -0.05 -0.25 0.17 -0.146
O -0.2911 -1.3842 -1.7666 1.14 -1.42 -0.67 -0.142
N -0.8412 -0.7983 -0.6092 -1.22 1.34 0.29 -0.106
C -0.3539 0.5924 -0.6532 1.51 0.85 0.36 -0.108
C 1.2411 0.6169 -0.5202 -0.10 0.68 0.34 -0.348
C 1.7625 1.9244 0.2239 0.36 0.22 0.15 -0.064
O 1.9071 0.5653 -1.8022 -0.38 -0.02 -0.02 -0.093
C -2.3144 -0.8988 -0.8039 -1.28 0.15 0.01 -0.215
C -3.1792 0.0540 0.1151 -0.70 -1.20 -0.13 -0.212
N -3.2462 -0.4700 1.5162 0.12 1.04 -0.36 -0.015
C -2.7947 -0.7203 -2.3084 -0.16 2.15 -2.63 -0.585
O -3.3232 -1.7189 -2.8707 0.42 -0.11 1.23 -0.078
O -2.6913 0.4271 -2.9447 2.28 -3.93 7.73 -0.142
H 2.7697 -4.0080 -0.6159 -0.61 1.11 0.29 0.074
H 2.4191 -2.5078 -1.5744 -0.08 -0.16 1.20 0.078
H 2.6869 -2.3743 0.2706 -0.18 -0.71 -1.14 0.072
H 0.3464 -2.7002 0.6374 0.30 -0.42 -1.27 0.143
H 0.6472 -5.0463 -0.9535 -0.13 0.10 0.56 0.077
H -1.1700 -3.2946 -1.6308 1.03 0.50 0.42 0.125
H 0.4134 -3.2043 -2.4908 -0.57 0.74 0.86 0.138
H -0.6613 1.1513 -1.5997 0.20 -0.76 0.96 0.142
H -0.7203 1.1971 0.2337 0.10 -1.08 -0.97 0.121
H 1.6195 -0.2694 0.0780 -0.69 0.83 -0.78 0.126
H 0.9902 2.7463 0.2971 0.64 -0.89 -0.15 0.076
H 2.6365 2.3600 -0.3532 -1.01 -0.60 0.59 0.081
H 2.1451 1.7364 1.2771 -0.69 -0.02 -1.40 0.046
H 1.2785 0.7459 -2.5243 0.11 -0.25 0.67 0.089
H -2.6007 -1.9617 -0.5109 0.27 1.19 -0.33 0.131
H -4.2442 -0.0184 -0.2779 1.32 0.16 0.14 0.119
H -2.9076 1.1403 0.0648 -0.05 -1.12 0.10 0.109
H -2.6069 0.0291 2.1344 -0.04 -0.58 -0.27 0.048
H -3.0963 -1.4788 1.5331 0.11 0.50 0.17 0.028
C 2.5933 5.2069 5.4167 -0.04 0.06 -0.04 -0.223
C 1.0746 5.2141 5.2242 -0.05 0.10 0.15 -0.223
C 0.7773 4.5089 3.8994 -0.41 0.37 0.06 -0.220
S 2.1165 3.3446 3.6381 0.04 -0.17 0.45 0.653
O 2.8665 3.7577 2.4760 0.02 -0.08 0.09 -0.327
O 1.6148 2.0027 3.7923 0.11 0.09 -0.32 -0.316
C 3.0447 3.7870 5.0974 0.15 0.32 0.32 -0.232
H 2.8742 5.4981 6.4303 0.01 -0.01 -0.06 0.113
H 3.0574 5.9126 4.7210 0.02 -0.05 0.04 0.119
H 0.6012 4.6688 6.0460 0.04 0.02 -0.05 0.116
H 0.6710 6.2285 5.2293 -0.01 -0.07 -0.01 0.111
H -0.1679 3.9685 3.9345 0.13 -0.08 -0.18 0.105
H 0.7737 5.2107 3.0649 0.07 -0.13 -0.03 0.106
H 4.1098 3.7107 4.8954 -0.12 -0.14 -0.09 0.063
H 2.7618 3.0963 5.8939 -0.02 -0.04 -0.12 0.116
C 8.0015 1.8965 2.1365 0.09 0.04 0.05 -0.223
C 8.4607 0.7682 3.0653 0.10 -0.08 -0.12 -0.220
C 7.6614 0.8904 4.3658 0.52 -0.20 0.12 -0.224
S 6.1043 1.6602 3.9244 -0.12 -0.36 -0.54 0.669
O 6.0408 2.9601 4.5531 0.02 -0.12 0.16 -0.333
O 5.0441 0.6942 4.0483 -0.04 0.35 0.35 -0.305
C 6.4784 1.8868 2.1944 0.24 0.17 -0.39 -0.221
H 8.3641 1.7552 1.1174 -0.04 0.03 0.05 0.116
H 8.3841 2.8542 2.5022 -0.04 -0.03 -0.05 0.118
H 8.2532 -0.1972 2.5948 -0.01 0.07 0.03 0.118
H 9.5342 0.8144 3.2573 -0.07 -0.02 0.01 0.112
H 7.4677 -0.0837 4.8133 -0.16 0.15 0.07 0.103
H 8.1649 1.5363 5.0859 -0.14 0.02 -0.03 0.103
H 6.0279 2.8112 1.8356 -0.17 -0.08 0.15 0.113
H 6.0692 1.0335 1.6510 -0.08 0.05 0.10 0.117
C -3.5708 1.6870 -8.2813 -0.07 0.02 -0.12 -0.243
C -2.8778 0.3280 -8.1309 -0.02 -0.05 -0.07 -0.229
C -2.0198 0.3854 -6.8622 0.25 -0.28 -0.49 -0.219
S -2.8135 1.5639 -5.7678 -0.90 -0.62 0.89 0.679
O -1.9356 2.7037 -5.6029 -0.03 -0.01 -0.07 -0.335
O -3.3776 0.8623 -4.6452 -1.38 1.99 -5.26 -0.319
C -4.1265 2.0216 -6.9030 -0.02 0.37 -0.76 -0.245
H -4.3597 1.6587 -9.0367 0.06 0.00 -0.02 0.104
H -2.8393 2.4427 -8.5841 -0.05 -0.01 0.03 0.113
H -3.6334 -0.4566 -8.0289 0.03 0.06 0.02 0.114
H -2.2704 0.0861 -9.0059 -0.04 -0.01 0.04 0.105
H -1.9664 -0.5831 -6.3663 0.01 0.19 0.21 0.108
H -1.0141 0.7490 -7.0779 -0.06 0.04 0.08 0.099
H -4.3709 3.0764 -6.7826 0.05 -0.05 0.13 0.099
H -4.9955 1.4047 -6.6697 0.11 0.00 0.12 0.103
C -5.9380 -4.4673 -0.3161 0.19 0.09 -0.07 -0.214
C -5.2382 -5.8191 -0.1476 -0.11 -0.08 -0.12 -0.219
C -4.3868 -5.7401 1.1227 0.22 -0.37 -0.35 -0.222
S -5.1948 -4.5521 2.1939 -0.22 -0.11 -0.20 0.662
O -4.3300 -3.4124 2.3470 0.01 -0.10 0.33 -0.315
O -5.7676 -5.2424 3.3271 0.20 0.21 0.14 -0.340
C -6.5019 -4.1193 1.0573 -0.28 0.08 -0.37 -0.233
H -6.7230 -4.5087 -1.0724 0.06 0.04 0.04 0.116
H -5.2102 -3.7108 -0.6254 -0.08 0.00 -0.04 0.122
H -5.9897 -6.6077 -0.0389 0.03 0.04 0.02 0.111
H -4.6265 -6.0675 -1.0164 -0.02 0.04 0.07 0.115
H -4.3293 -6.7021 1.6308 0.04 0.16 0.14 0.099
H -3.3825 -5.3725 0.9086 -0.07 0.09 0.11 0.107
H -6.7524 -3.0648 1.1643 0.11 -0.04 0.16 0.110
H -7.3690 -4.7383 1.2958 0.07 0.02 0.09 0.103
```
Forces are in eV/Å.

The following is a DFT calculation (the ωB97M-V functional and the def2-TZVPD basis) of one molecule with the formula C5H7N in a non-equilibrium geometry.

## Properties
SMILES = C1=CN2C[C@@H]2C1
Max |F| = 1.1 eV/Å
Frontier orbital gap = 0.3614 Eh
Molecular weight = 81.12 g mol⁻¹
Total charge = 0
Energy = -6786.36199 eV

XYZ file:
```
13
Properties=species:S:1:pos:R:3:forces:R:3:lowdin_charge:R:1
C -1.1743 -0.8073 0.1371 0.08 -0.10 0.01 -0.083
C -0.0366 -1.3913 -0.2217 -0.28 -0.13 0.06 -0.131
N 0.9332 -0.4908 -0.7241 0.04 -0.32 -0.06 -0.076
C 1.4748 0.3604 0.3199 0.03 0.16 0.25 -0.098
C 0.3728 0.8461 -0.6045 0.02 0.14 0.09 -0.222
C -1.0391 0.7065 0.0289 0.10 0.03 0.02 -0.139
H -2.0503 -1.3363 0.4915 0.09 0.18 0.14 0.093
H 0.3060 -2.4140 -0.1230 -0.44 -0.07 -0.13 0.110
H 1.0691 0.2767 1.3279 0.09 -0.48 -0.03 0.107
H 2.5652 0.3742 0.3208 -0.27 1.03 -0.41 0.101
H 0.4919 1.5274 -1.4500 0.25 -0.23 0.34 0.130
H -1.0534 1.1697 1.0257 -0.12 -0.11 -0.12 0.105
H -1.8591 1.1789 -0.5286 0.41 -0.09 -0.16 0.103
```
Forces are in eV/Å.